<one>
C4H9NO | ωB97M-V with the def2-TZVPD basis set

Element x y z (Å)
C -0.8994 -1.6432 0.3830
C 0.4511 -1.0085 0.1035
O 0.2579 0.2052 -0.6060
C 1.4664 0.8497 -0.9469
H -1.4391 -1.8285 -0.5505
H -0.7679 -2.6000 0.9004
H -1.5187 -1.0003 1.0177
H 1.0768 -1.6840 -0.4996
H 0.9919 -0.8096 1.0423
H 2.0781 0.2195 -1.6074
H 2.0580 1.1009 -0.0545
H 1.2101 1.7719 -1.4754
C -1.6410 2.1300 0.7503
N -2.3452 2.8478 1.3172
H -0.9790 1.4490 0.2258

Computed properties:
charge: 0
structure (SMILES): CCOC.C#N
HOMO level: -10.63 eV
orbital gap: 0.4221 Ha

---

<two>
C4H9NO | ωB97M-V with the def2-TZVPD basis set

Element x y z (Å)
C 1.3498 -0.5608 0.2447
C 2.6575 0.1381 -0.1420
C -2.3500 0.4445 0.1074
C -1.5596 -0.7464 -0.1828
N 0.2905 0.1271 0.1559
O 0.2169 1.3620 0.0368
H 1.3351 -1.7171 0.2569
H 3.3561 -0.5687 -0.5826
H 3.0326 0.5030 0.8436
H 2.4438 0.9507 -0.7509
H -2.9742 0.9387 -0.7750
H -3.0628 0.3720 0.9103
H -1.7494 1.3534 0.4830
H -1.5452 -1.5331 0.6740
H -1.4413 -1.0632 -1.2792

Computed properties:
charge: 0
HOMO level (spin up / spin down): -8.54 / -8.55 eV
orbital gap (spin up / spin down): 0.3407 / 0.3407 Ha

---

<three>
C4H9NO | ωB97M-V with the def2-TZVPD basis set

Element x y z (Å)
C -0.3549 -1.6229 0.6661
C 0.0166 -0.1563 0.3314
N 1.2520 0.3542 1.0504
C -1.0378 0.9338 0.1381
C -0.3194 0.5072 -1.0198
O 0.5879 1.4199 -1.6053
H -0.7728 -2.1333 -0.3915
H -0.9700 -1.3942 1.6871
H 0.7771 -2.1173 0.9352
H 2.0274 -0.2198 0.5567
H 1.3453 1.3185 0.7434
H -0.7259 1.8226 0.5808
H -2.1054 0.6484 0.1593
H -0.9362 -0.2143 -1.6368
H 1.2161 0.8535 -2.1950

Computed properties:
charge: 0
structure (SMILES): C[C@]1(N)C[C@H]1O
HOMO level: -8.62 eV
orbital gap: 0.3401 Ha

---

It comes down to <one>, which is 0.0648 hartree more stable than the next structure.

---

<one>
C4H9NO | ωB97M-V with the def2-TZVPD basis set

Element x y z (Å)
C 0.1558 0.3419 1.8291
C 1.3136 -0.3081 1.7177
C 2.6697 0.2002 1.3066
H -0.7073 -0.2659 1.8339
H 0.1533 1.5011 2.0194
H 1.1583 -1.3493 1.5030
H 3.3006 -0.6721 1.1297
H 2.6158 0.8053 0.4270
H 3.1981 0.7791 2.1037
N -1.9532 -0.3077 -1.6868
C -2.5302 0.0324 -2.9273
O -3.5660 0.7031 -2.9849
H -2.3961 -0.0072 -0.8266
H -1.3570 -1.0539 -1.6454
H -2.0555 -0.3989 -3.7991

Computed properties:
charge: 0
structure (SMILES): C=CC.NC=O
HOMO level: -9.88 eV
orbital gap: 0.3911 Ha

---

<two>
C4H9NO | ωB97M-V with the def2-TZVPD basis set

Element x y z (Å)
C -1.4091 0.7307 0.4581
C -0.8293 -0.0349 -0.7077
N 0.4304 0.4536 -1.2789
C 0.4285 -0.7892 -0.5037
C 1.1402 -0.6735 0.8479
O 1.5947 0.6308 1.0899
H -1.9987 0.0516 1.0853
H -0.6022 1.1268 1.0676
H -2.0498 1.5583 0.1394
H -1.5471 -0.4495 -1.4168
H 0.4918 0.2750 -2.2764
H 0.5675 -1.7268 -1.0416
H 1.9808 -1.3805 0.8953
H 0.4300 -0.9530 1.6420
H 1.5068 1.0952 0.2353

Computed properties:
charge: 0
structure (SMILES): C[C@H]1N[C@H]1CO
HOMO level: -9.72 eV
orbital gap: 0.3932 Ha

---

It comes down to <two>, which is 0.0027 hartree more stable than the next structure.

---

<one>
C4H9NO | ωB97M-V with the def2-TZVPD basis set

Element x y z (Å)
H -2.8159 0.7459 -1.1390
N -1.9119 0.3445 -0.9056
C -2.0288 -0.8956 -0.6662
O -0.9987 -1.6777 -0.3398
H -2.9544 -1.4785 -0.6902
H -0.1853 -1.1316 -0.3578
C 1.4366 0.3322 -0.9152
C 1.6147 0.1730 0.3977
C 0.7652 0.8217 1.4542
H 2.0948 -0.1424 -1.6389
H 0.6192 0.9386 -1.3009
H 2.4354 -0.4549 0.7475
H 0.5372 0.1233 2.2673
H 1.2978 1.6704 1.9011
H -0.1750 1.1885 1.0293

Computed properties:
charge: 0
structure (SMILES): [H]/N=C/O.C=CC
HOMO level: -9.80 eV
orbital gap: 0.4000 Ha

---

<two>
C4H9NO | ωB97M-V with the def2-TZVPD basis set

Element x y z (Å)
C -1.6344 -0.3471 -0.4641
C -0.3811 -1.0883 -0.9043
N 0.8725 -0.9084 -0.2829
C 1.0554 1.4517 0.5425
C 1.1272 -0.0632 0.7983
O 0.2401 -0.6436 1.6283
H -2.5021 -0.7391 -1.0103
H -1.5669 0.7265 -0.6585
H -1.7834 -0.4864 0.6100
H -0.1491 -0.9002 -1.9634
H -0.5689 -2.1745 -0.9101
H 0.0608 1.7503 0.2687
H 1.7433 1.7440 -0.2310
H 1.3172 1.9677 1.4585
H 2.1693 -0.2896 1.1184

Computed properties:
charge: 0
HOMO level (spin up / spin down): -9.63 / -9.57 eV
orbital gap (spin up / spin down): 0.3268 / 0.3077 Ha

---

It comes down to <one>, which is 0.1225 hartree more stable than the next structure.

---

<one>
C4H9NO | ωB97M-V with the def2-TZVPD basis set

Element x y z (Å)
C 1.6874 0.6947 0.2769
N 1.0570 1.0215 -0.7410
C -0.0287 0.2842 -1.3174
C -0.2263 -1.0024 -1.0486
C -1.2439 -1.8101 -1.8135
H 1.4152 -0.1289 0.9493
H 2.5570 1.2292 0.6742
H -0.5858 0.9809 -1.9098
H 0.4040 -1.5095 -0.3319
H -1.7068 -1.2589 -2.6223
H -2.0364 -2.2539 -1.2144
H -0.7051 -2.6852 -2.2017
O 0.0229 2.2576 4.0789
H -0.4478 1.4208 3.9421
H -0.1627 2.7601 3.2793

Computed properties:
charge: 0
structure (SMILES): C=N/C=C/C.O
HOMO level: -9.03 eV
orbital gap: 0.3558 Ha

---

<two>
C4H9NO | ωB97M-V with the def2-TZVPD basis set

Element x y z (Å)
C -1.3256 -0.0647 0.5681
C 0.9665 1.1067 0.6824
C 0.5403 -1.0609 -0.8482
C -0.2364 0.5310 -0.1525
N -2.3737 -0.2876 -0.1012
O -0.4570 1.3211 -1.2228
H -1.2310 -0.2763 1.5922
H 0.4467 1.5030 1.6324
H 1.7195 0.4300 1.2036
H 1.4173 1.9641 0.1302
H -0.1697 -1.1404 -1.7340
H 1.6775 -0.8728 -1.0662
H 0.3800 -1.8826 -0.0989
H -3.0670 -0.7443 0.3472
H -1.2702 1.0964 -1.6179

Computed properties:
charge: 0
HOMO level: -8.84 eV
orbital gap: 0.3600 Ha

---

It comes down to <one>, which is 0.0233 hartree more stable than the next structure.